ORCA calculation (wB97M-V/def2-TZVPD) on a 12-piece molecular cluster, C28H72F6O14 overall at a distorted geometry.

XYZ file:
```
120
Properties=species:S:1:pos:R:3
C -5.3893 8.3953 -4.2000
O -4.6473 7.2186 -4.4032
O -6.4638 8.0111 -3.3020
C -4.5467 9.6685 -3.7649
F -4.2612 9.9116 -2.4558
F -3.3910 9.7532 -4.3876
F -5.2252 10.7961 -4.1810
C -3.7555 6.9891 -5.5004
C -2.9243 5.7918 -5.0452
H -3.5195 5.1084 -4.4396
H -2.4987 5.2273 -5.8748
H -2.0578 6.0794 -4.4498
H -3.2579 7.9342 -5.7175
H -4.3516 6.7980 -6.3927
H -5.7099 8.5755 -5.2260
C -1.1513 0.2172 -2.0252
O -1.8290 1.3254 -2.7526
O 0.2730 0.2884 -2.3055
C -1.6514 0.0805 -0.5842
F -0.9830 -0.9262 0.0659
F -1.4378 1.2133 0.0407
F -2.9574 -0.2863 -0.4346
C -3.1993 1.2852 -2.9041
C -3.4006 2.1922 -4.1764
H -3.1247 1.7836 -5.1486
H -4.4528 2.4595 -4.2735
H -2.8769 3.1414 -4.0629
H -3.6688 1.7603 -2.0428
H -3.6566 0.3634 -3.2636
H -1.3828 -0.6687 -2.6166
C -5.2832 -2.1227 -0.8318
C -6.7816 -2.4102 -1.0659
O -6.9454 -2.5412 -2.4433
H -4.8284 -1.3130 -1.4024
H -4.7627 -3.0612 -1.0225
H -5.2405 -1.8229 0.2153
H -7.5103 -1.6562 -0.7683
H -7.0702 -3.3013 -0.5084
H -7.4460 -3.3423 -2.6144
C 1.2726 1.9257 1.5225
C 0.6965 3.2281 0.8221
O 0.9017 3.1444 -0.5054
H 1.1127 1.0278 0.9256
H 0.8253 1.7554 2.5018
H 2.3435 2.1170 1.5908
H 1.1241 4.1536 1.2077
H -0.3825 3.1972 0.9732
H 0.2508 2.4990 -0.7905
C 0.3176 4.0691 -6.1484
C 0.1717 3.5077 -4.7459
O 0.7460 2.2420 -4.5909
H 1.2958 3.8562 -6.5795
H 0.1921 5.1443 -6.2762
H -0.3748 3.5443 -6.8067
H -0.8470 3.4974 -4.3585
H 0.6760 4.2181 -4.0909
H 0.2856 1.7959 -3.8764
C -3.0983 4.6653 -1.1015
C -4.3913 5.4819 -1.3662
O -5.0026 5.5725 -0.0986
H -2.4787 5.0947 -0.3142
H -2.5224 4.5359 -2.0179
H -3.3219 3.7010 -0.6452
H -5.0690 5.0071 -2.0756
H -4.0478 6.3989 -1.8450
H -4.5930 6.3232 0.3375
C -6.8721 3.7352 -6.2237
C -7.3114 5.0658 -5.6505
O -6.4706 5.0829 -4.4610
H -7.3527 3.3817 -7.1359
H -6.9523 2.9578 -5.4638
H -5.8143 3.8717 -6.4482
H -8.3285 5.3129 -5.3460
H -7.0780 5.8151 -6.4069
H -6.2103 5.9743 -4.2180
C 1.1830 -2.2818 -6.1272
C 0.4532 -1.8589 -4.8886
O 1.3920 -1.8094 -3.9067
H 1.6218 -3.2322 -5.8235
H 1.9903 -1.6214 -6.4440
H 0.5926 -2.5664 -6.9981
H -0.3346 -2.5889 -4.7029
H 0.0607 -0.8656 -5.1065
H 0.9644 -1.3929 -3.1548
C 2.1033 -3.1500 -0.3316
C 2.0800 -1.9233 0.4894
O 2.3666 -0.7267 -0.2591
H 3.0373 -3.3474 -0.8577
H 1.2694 -3.1129 -1.0326
H 1.8414 -4.0799 0.1733
H 2.9495 -2.1210 1.1163
H 1.1970 -1.7361 1.1005
H 1.6315 -0.5689 -0.8560
C -6.5903 0.8161 -3.0412
C -8.0042 0.9956 -2.5060
O -8.6917 -0.1266 -3.0634
H -6.1001 -0.1480 -2.9061
H -5.9038 1.4853 -2.5225
H -6.5565 0.9955 -4.1158
H -8.5269 1.9048 -2.8032
H -8.0432 1.0121 -1.4168
H -8.0924 -0.8735 -2.9963
C -6.0480 0.9513 1.4160
C -6.7703 2.3119 1.7006
O -7.7479 2.3954 0.6791
H -5.3841 1.1043 0.5651
H -6.7312 0.1315 1.1938
H -5.2968 0.7318 2.1746
H -6.2515 3.2704 1.6890
H -7.1744 2.3815 2.7104
H -8.3063 1.6175 0.6121
C -4.2695 3.0879 -8.5742
C -3.1038 2.8598 -9.5117
O -3.4975 3.3918 -10.7650
H -4.6498 4.1073 -8.6389
H -3.9073 2.9032 -7.5628
H -4.9788 2.3505 -8.9500
H -2.8080 1.8148 -9.6043
H -2.1818 3.2796 -9.1094
H -4.3006 3.0242 -11.1414
```

The frontier orbital gap is 5.92 eV. The calculation puts the energy above the lowest of the compared OMol25 structures with the same formula, charge and spin at 63.5 kcal per mole. For the highest occupied orbital energy, the calculation gives -2.47 eV. The charge is -2. For the LUMO energy, the calculation gives 3.5 eV. The calculation puts the strongest force on any atom at 4.70 eV/A. For the calculated total energy, the calculation gives -75168.9031 eV.

---

ORCA calculation (wB97M-V/def2-TZVPD) on a 3-piece molecular cluster, C28H72N6O4P overall.

XYZ file:
```
111
Properties=species:S:1:pos:R:3
C -1.6295 -1.8558 3.8981
C -1.8756 -0.3715 4.2322
C -0.6728 0.5465 3.9459
C -0.9739 1.7089 3.0043
C -1.1190 1.3781 1.5131
C -0.0625 0.4476 0.9447
C -0.1838 0.2649 -0.5624
C -1.2772 -0.7153 -1.0928
C -1.9372 -1.6794 -0.0961
C -3.2649 -1.1735 0.4868
C -4.4085 -2.1950 0.4498
C -5.3535 -2.0624 1.6500
P -6.2555 -0.3287 1.7131
C -7.9543 -1.1569 1.2901
C -8.5538 -1.9190 2.4620
N -9.5601 -1.1326 3.1866
C -6.9938 1.4563 1.8150
C -6.1550 2.6118 1.2513
N -5.9828 2.5702 -0.1871
N -4.8187 2.7493 1.8731
N -6.9104 3.8667 1.5168
H -2.0119 -2.4979 4.6827
H -0.5646 -2.0504 3.8177
H -2.1567 -2.1283 2.9937
H -2.7704 -0.0118 3.7343
H -2.0831 -0.3306 5.2960
H -0.3875 0.9938 4.8964
H 0.1897 -0.0313 3.6404
H -0.2048 2.4699 3.1279
H -1.9115 2.1515 3.3339
H -1.0162 2.3092 0.9616
H -2.1203 1.0131 1.3122
H 0.0091 -0.4789 1.4958
H 0.8886 0.9570 1.1264
H -0.3930 1.2452 -0.9778
H 0.7776 -0.0535 -0.9561
H -0.8144 -1.3270 -1.8625
H -2.0501 -0.1498 -1.6002
H -1.2656 -1.9985 0.6906
H -2.1838 -2.5771 -0.6581
H -3.5907 -0.2929 -0.0562
H -3.1478 -0.8555 1.5147
H -3.9485 -3.1848 0.5034
H -4.9562 -2.1231 -0.4875
H -4.7381 -2.1236 2.5479
H -6.0522 -2.8979 1.6065
H -5.9594 -0.1735 0.2705
H -4.9550 0.2218 2.1158
H -6.5447 -0.5329 3.1550
H -7.8342 -1.8719 0.4787
H -8.7236 -0.4573 0.9531
H -9.0375 -2.8186 2.0731
H -7.7641 -2.2691 3.1243
H -9.3844 -1.1132 4.1807
H -9.5992 -0.1916 2.8224
H -7.1329 1.6635 2.8788
H -7.9759 1.5545 1.3589
H -6.7638 3.0377 -0.6253
H -5.9021 1.6168 -0.5190
H -4.1766 2.1885 1.3197
H -4.8490 2.2729 2.7710
H -6.2858 4.6215 1.2323
H -6.9457 3.9451 2.5298
C 4.8874 1.0906 3.6956
O 4.7272 1.4693 2.3425
C 5.9383 1.6425 1.6213
C 6.1362 0.5449 0.5956
N 6.4227 -0.7386 1.2235
C 6.3651 -1.8879 0.3189
C 5.0409 -2.2046 -0.3712
O 4.0244 -2.6684 0.4965
C 3.3145 -1.6576 1.1901
H 3.9169 1.1951 4.1778
H 5.2108 0.0488 3.7942
H 5.6046 1.7400 4.2064
H 6.7972 1.7119 2.2958
H 5.8547 2.5952 1.0896
H 6.9787 0.8135 -0.0509
H 5.2293 0.5150 -0.0236
H 5.7672 -0.8916 1.9777
H 6.6448 -2.7669 0.9047
H 7.1370 -1.7605 -0.4481
H 5.2302 -3.0251 -1.0670
H 4.6729 -1.3728 -0.9817
H 3.2163 -0.7436 0.5990
H 3.7873 -1.4304 2.1501
H 2.3153 -2.0375 1.4043
C 4.1706 0.1971 -8.2622
O 5.4658 0.5801 -7.8383
C 5.5350 1.8689 -7.2401
C 5.7963 1.7808 -5.7505
N 4.6451 1.2467 -5.0352
C 4.8960 0.8989 -3.6383
C 5.9379 -0.1711 -3.3233
O 5.5721 -1.4828 -3.7131
C 5.8129 -1.8013 -5.0708
H 4.2811 -0.6936 -8.8788
H 3.5180 -0.0472 -7.4179
H 3.7021 0.9819 -8.8623
H 4.6314 2.4492 -7.4469
H 6.3781 2.3885 -7.7050
H 6.0110 2.7846 -5.3711
H 6.6969 1.1674 -5.6127
H 4.3076 0.4245 -5.5171
H 3.9444 0.5602 -3.2207
H 5.1677 1.8138 -3.1012
H 6.0336 -0.2056 -2.2361
H 6.9337 0.0820 -3.7082
H 6.7027 -1.2981 -5.4573
H 4.9514 -1.5588 -5.6986
H 5.9680 -2.8787 -5.1332
```

The frontier orbital gap is 5.56 eV. The calculation puts the energy above the lowest of the compared OMol25 structures with the same formula, charge and spin at 1.7 kcal per mole. For the highest occupied orbital energy, the calculation gives -3.62 eV. The charge is -1. For the LUMO energy, the calculation gives 1.9 eV. The calculation puts the strongest force on any atom at 0.93 eV/A. For the calculated total energy, the calculation gives -56618.4907 eV.

---

ORCA calculation (wB97M-V/def2-TZVPD) on C28H72O14V2 as an isolated structure at a distorted geometry.

XYZ file:
```
116
Properties=species:S:1:pos:R:3
O 0.0693 1.7841 2.0936
V -0.2257 0.2192 2.2499
O -1.3770 0.0697 3.4390
O 3.5467 -2.3987 2.0124
V 3.0032 -1.4134 0.9204
O 3.6752 -1.6889 -0.4599
O -0.7711 -0.5300 1.0125
C 1.1997 1.6614 -7.3818
C 0.6329 1.4285 -6.2316
O 1.9505 0.2121 1.4114
H 2.3378 1.8954 -7.3022
H 0.5353 1.4650 -8.2767
H 1.2987 1.6831 -5.4098
H -0.4514 1.2245 -6.0678
C -5.2271 5.5573 0.6924
C -5.0118 4.0151 0.5207
C -4.1483 3.3956 1.6372
O -6.2668 3.4032 0.4750
H -4.2115 5.9373 0.7893
H -5.8664 5.7992 1.4845
H -5.6113 6.0053 -0.1835
H -4.5324 3.9071 -0.4741
H -3.1833 3.9111 1.6406
H -4.0362 2.3710 1.4920
H -4.5628 3.5792 2.5629
H -5.9942 2.5528 0.1010
C -6.1770 -0.3716 2.8864
C -5.0821 -1.2911 2.4034
C -5.1141 -2.6042 3.1244
O -5.1724 -1.4714 0.9384
H -6.1292 -0.1842 3.9709
H -7.1903 -0.8091 2.8085
H -6.0758 0.6482 2.4937
H -4.1116 -0.8464 2.6002
H -5.0804 -2.5648 4.2522
H -4.2967 -3.2356 2.8866
H -6.0188 -3.1803 2.8336
H -6.0740 -1.7252 0.7253
C 6.3406 -1.0642 2.7349
C 5.8805 -0.2035 1.6196
C 6.2786 -0.8823 0.3567
O 4.4230 0.0509 1.8116
H 7.4657 -1.0773 2.8783
H 6.0724 -2.1410 2.6010
H 5.9459 -0.7959 3.7282
H 6.3261 0.7569 1.6927
H 7.3258 -1.0011 0.2749
H 5.9833 -0.2918 -0.4878
H 5.9494 -1.9411 0.2824
H 4.3642 0.8318 1.1900
C -0.4017 -3.8830 0.6622
C 0.9240 -3.3874 -0.0049
C 0.6938 -3.2303 -1.4714
O 1.2397 -2.0407 0.5385
H -0.3021 -4.7537 1.3407
H -1.0975 -4.2294 -0.2331
H -0.9938 -3.1693 1.0890
H 1.7645 -4.0236 0.3477
H 0.6811 -4.2339 -2.0095
H 1.5857 -2.6905 -1.8198
H -0.2656 -2.7762 -1.6303
H 0.4622 -1.4108 0.6513
C 0.7337 -2.8407 3.8298
C 0.9291 -1.6332 4.6782
C 2.0517 -1.4807 5.6490
O 1.0759 -0.6032 3.6495
H -0.2881 -2.8884 3.4005
H 0.8487 -3.8265 4.3709
H 1.3834 -2.8991 2.9394
H 0.0536 -1.5676 5.2903
H 1.8979 -2.3220 6.3483
H 1.8979 -0.5807 6.1829
H 3.0303 -1.5368 5.1987
H 1.8719 -0.0631 3.6709
C -3.6369 -0.3753 -2.6541
C -3.7277 0.7630 -1.6425
C -3.6969 2.0099 -2.5296
O -4.9044 0.8454 -0.8442
H -4.4236 -0.2437 -3.3624
H -3.7098 -1.3881 -2.2304
H -2.7990 -0.1675 -3.2557
H -2.8340 0.5635 -1.0218
H -2.8223 1.8110 -3.1663
H -3.6940 2.8738 -1.8221
H -4.7017 2.0650 -2.9929
H -5.0662 -0.0041 -0.3535
C 2.2566 3.3424 0.4215
C 2.2554 3.5327 1.9309
O 3.4492 4.2447 2.5019
C 3.2750 4.7532 3.7998
C 4.6204 5.2430 4.1436
H 3.3046 3.0972 0.0937
H 1.4894 2.6252 0.1195
H 2.0220 4.2749 -0.1040
H 1.3660 4.1135 2.1924
H 2.1399 2.5700 2.4621
H 2.5562 5.5552 3.7995
H 2.9481 3.9133 4.4503
H 4.7036 5.5845 5.1707
H 4.8140 6.0350 3.4970
H 5.2992 4.3818 3.9379
C 2.2130 -1.3160 -8.2173
C 1.3884 -1.5428 -6.9359
O 1.4784 -2.8817 -6.4756
C 0.3592 -3.3884 -5.9437
C 0.7322 -4.6141 -5.1476
H 1.5349 -0.6993 -8.8918
H 3.1469 -0.7229 -8.0156
H 2.4080 -2.2724 -8.7024
H 1.4641 -0.8659 -6.1096
H 0.2896 -1.3636 -7.2325
H -0.1919 -2.6056 -5.3235
H -0.3332 -3.5493 -6.7961
H 1.4152 -4.4001 -4.2885
H 1.3911 -5.2583 -5.7001
H -0.1602 -5.1204 -4.7831
```

The frontier orbital gap is 4.19 eV. For the highest occupied orbital energy, the calculation gives -9.30 eV. For the LUMO energy, the calculation gives -5.1 eV. The calculation puts the strongest force on any atom at 6.16 eV/A. For the calculated total energy, the calculation gives -110234.2086 eV.